(1)
Density functional theory data (ωB97M-V/def2-TZVPD) for 2 unconnected molecules or ions with the total composition C3H10NO2 in a non-equilibrium geometry.

Each line ends with the Mulliken charge.
Geometry (Å):
H  -0.626  -0.860  1.962  0.378
H  -1.056  0.675  1.288  0.312
H  -2.759  -0.503  0.109  0.357
C  1.448  0.791  0.956  -0.922
O  -0.050  0.265  -2.290  -0.657
H  1.083  -1.167  0.281  0.431
C  -0.765  -0.340  1.004  -0.402
O  -1.400  -1.824  -0.742  -0.689
H  2.502  0.515  0.878  0.336
H  0.515  -0.021  -0.646  0.183
C  -1.732  -0.838  0.006  -0.601
H  1.251  0.847  2.027  0.393
N  0.594  -0.281  0.360  0.001
H  -0.709  0.023  -2.946  0.297
H  1.274  1.707  0.428  0.309
H  0.430  1.010  -2.675  0.273

Values from the calculation:
Strongest force on any atom, eV Å⁻¹: 1.98
Multiplicity: 2
Electronic energy, eV: -8854.8669
Relative energy (zero: lowest compared OMol25 entry of this formula, charge and spin), kcal per mole: 21.9
Orbital gap (spin up / spin down), eV: 4.43 / 7.68



(2)
Density functional theory data (ωB97M-V/def2-TZVPD) for a single C2HFN2OS molecule in a non-equilibrium geometry.

Each line ends with the Mulliken charge.
Geometry (Å):
C  0.500  0.716  0.417  0.309
F  0.863  -1.393  1.281  -0.222
O  -0.380  1.087  -0.533  -0.206
H  -1.731  0.058  -1.183  0.261
C  0.288  -0.717  0.371  0.408
S  1.579  1.434  1.497  -0.229
N  -0.336  -1.125  -0.625  -0.332
N  -0.782  -0.061  -1.226  0.011

Values from the calculation:
Strongest force on any atom, eV Å⁻¹: 3.31
Multiplicity: 1
Electronic energy, eV: -20666.9393
Relative energy (zero: lowest compared OMol25 entry of this formula, charge and spin), kcal per mole: 59.2
SMILES: Fc1n[nH]oc1=S
Orbital gap, eV: 8.56



(3)
Density functional theory data (ωB97M-V/def2-TZVPD) for a single C4H8N2O2 molecule in a non-equilibrium geometry.

Each line ends with the Mulliken charge.
Geometry (Å):
C  -0.893  0.338  0.201  0.675
C  0.442  0.829  0.268  -0.273
H  0.117  -1.644  -1.048  0.222
H  -1.288  1.344  -1.330  0.420
O  -1.801  0.835  -0.675  -0.429
C  1.225  0.099  -0.671  0.675
H  1.917  0.996  1.448  0.348
H  2.812  -0.643  -1.440  0.232
H  -0.846  -1.063  1.830  0.313
N  2.507  -0.038  -0.680  -0.790
O  0.989  1.293  1.454  -0.524
H  -2.446  -0.907  1.028  0.401
H  -1.839  0.372  2.081  0.328
H  0.398  -0.731  -2.407  0.232
C  -1.544  -0.380  1.343  -1.336
N  0.251  -0.700  -1.402  -0.495

Values from the calculation:
Strongest force on any atom, eV Å⁻¹: 2.23
Multiplicity: 1
Electronic energy, eV: -11350.1757
Relative energy (zero: lowest compared OMol25 entry of this formula, charge and spin), kcal per mole: 90.8
SMILES: [H]/N=C(N)/C(O)=C(/C)O
Orbital gap (spin up / spin down), eV: 7.75 / 7.75



(4)
Density functional theory data (ωB97M-V/def2-TZVPD) for a molecular structure, C43H56F6NO7P2RbSb in a non-equilibrium geometry.

Each line ends with the Mulliken charge.
Geometry (Å):
H  -1.185  -0.486  6.194  0.226
C  -3.083  -1.109  -2.812  -0.101
H  -4.751  -0.552  -4.061  0.461
H  1.241  1.855  5.869  0.740
O  0.682  3.959  4.586  -0.840
H  -2.457  1.353  5.115  0.337
H  1.601  -0.946  -4.913  0.558
C  -2.897  -1.695  -1.409  1.343
F  4.580  4.606  4.910  -0.602
H  1.484  -0.308  0.169  0.118
H  -2.868  2.561  -3.348  0.433
H  2.216  -3.484  -3.402  0.337
C  3.785  6.182  -0.585  -0.545
H  -3.037  -5.537  0.604  0.610
C  2.547  3.702  -1.164  0.588
C  0.117  2.389  -4.942  -0.691
H  1.451  4.790  -2.623  0.326
H  2.433  -1.155  -3.385  -0.508
C  0.287  -1.121  -3.213  -0.947
O  -0.559  2.631  3.326  -0.540
C  -1.260  2.467  -4.768  -0.610
C  3.600  3.809  -0.173  1.089
H  3.932  1.812  -2.650  0.277
H  -1.021  -1.296  4.630  0.115
P  -1.152  -1.590  -0.866  -1.046
C  2.568  0.861  -1.290  0.569
C  1.314  -0.488  4.927  -0.868
F  2.010  5.732  6.012  -0.573
C  -3.781  -0.915  -0.401  -1.223
H  3.099  -2.120  0.231  0.607
H  -2.391  -1.556  -3.526  -0.071
C  4.407  -1.235  -1.246  -1.115
C  -1.795  2.503  -3.490  -0.350
H  -4.607  -2.280  -3.808  0.333
F  2.834  6.148  3.836  -0.593
C  -0.922  -2.761  0.505  0.781
C  3.266  -1.300  -0.458  -0.839
H  -2.508  -1.825  1.719  0.130
C  2.245  4.841  -1.887  -0.748
C  -0.427  -3.526  -2.925  -1.046
C  2.871  6.065  -1.644  -0.923
F  2.711  3.508  6.487  -0.591
H  -2.084  -5.468  2.779  0.357
H  -6.513  -0.898  -2.538  0.468
H  -1.914  2.498  -5.632  0.348
C  -1.382  -4.206  0.182  -0.982
C  3.723  0.920  -2.069  -0.173
F  2.577  4.081  2.780  -0.467
P  1.428  2.277  -1.022  1.138
C  2.350  -0.257  -0.482  1.037
C  -4.523  -1.311  -3.307  -1.068
H  2.024  2.288  -3.971  0.267
H  2.232  -3.207  -5.129  0.575
C  -2.344  0.380  4.617  -0.780
C  -0.957  2.450  -2.382  -0.288
C  0.278  1.709  5.380  -1.107
H  -3.198  -2.749  -1.433  0.800
H  -5.702  -2.222  -1.728  0.328
C  -1.079  -0.314  5.101  -0.684
F  3.087  2.471  4.398  -0.716
H  4.184  7.152  -0.318  0.388
C  0.422  2.380  -2.546  -0.174
C  1.665  -3.004  -4.218  -0.948
N  0.149  0.384  4.796  1.103
H  5.139  -2.033  -1.208  0.338
C  -5.019  -0.304  -1.069  -0.822
C  0.951  2.351  -3.836  0.093
H  5.538  -0.064  -2.649  0.410
C  0.270  -3.618  -4.292  -0.929
H  -4.770  0.667  -1.508  0.256
C  -0.052  -2.219  -2.198  1.000
O  1.593  -2.698  4.050  -0.895
C  4.033  2.719  0.499  -0.107
H  -1.369  2.436  -1.380  0.285
H  -1.701  1.173  3.004  0.423
C  -1.508  -3.380  2.847  -0.767
C  4.635  -0.126  -2.054  -1.071
H  4.797  5.191  1.017  0.460
H  -0.484  -3.748  2.950  0.311
O  -0.785  -0.181  -0.545  0.262
O  1.484  -0.995  2.590  -0.127
H  -0.125  -4.380  -2.314  0.511
H  0.168  -2.769  0.640  0.376
H  -1.511  -3.610  -3.058  0.190
C  0.101  2.827  4.343  0.149
H  -3.190  -0.129  0.074  0.252
Rb  1.811  1.642  2.397  0.974
C  4.151  5.094  0.156  -1.434
H  2.203  0.148  4.959  0.490
H  1.284  -1.061  5.866  0.189
H  -3.447  -3.837  0.622  -0.021
C  1.571  -1.489  -3.963  -0.157
H  0.401  -0.172  -2.699  -0.967
H  2.586  6.936  -2.220  0.388
H  0.874  -2.400  -1.634  0.500
H  -0.488  1.897  6.147  0.311
H  -1.769  -3.013  3.839  0.373
O  4.389  1.787  1.089  -0.356
C  1.473  -1.497  3.749  0.016
H  -0.314  -3.084  -5.048  0.316
C  -2.471  -4.505  2.432  -1.182
C  -2.674  -4.552  0.915  -0.571
H  -5.781  -0.109  -0.312  0.530
H  -3.200  -0.234  4.917  0.515
H  -0.538  -0.988  -3.919  0.729
H  -4.098  -1.586  0.398  0.172
H  -0.864  -1.424  2.175  -0.427
O  -2.409  0.532  3.219  -0.420
C  -1.505  -2.238  1.838  0.202
H  -1.512  -4.365  -0.891  0.222
Sb  2.691  4.422  4.753  2.096
H  0.540  2.359  -5.940  0.413
H  -0.600  -4.905  0.495  0.576
H  -3.443  -4.372  2.917  0.352
H  -2.829  -0.048  -2.776  -0.236
C  -5.543  -1.228  -2.161  -0.771
H  0.312  -4.662  -4.614  0.549

Values from the calculation:
Strongest force on any atom, eV Å⁻¹: 1.08
Multiplicity: 2
Electronic energy, eV: -103406.2889
Relative energy (zero: lowest compared OMol25 entry of this formula, charge and spin), kcal per mole: 37.5
Orbital gap (spin up / spin down), eV: 5.53 / 6.65
Net charge: -2